Record 1
Formula: C15H20CaN7S4
Source: OMol25
Level of theory: the ωB97M-V functional and the def2-TZVPD basis

```
! RIJCOSX wB97M-V def2-TZVPD def2/J DEFGRID3
* xyz 1 1
H 1.6322 5.6758 0.8987
H -0.0352 2.8075 -5.7723
C 0.4507 2.7065 1.9798
C 1.2816 -2.8384 -0.8724
H 1.1128 4.4674 3.0329
C 0.9833 4.0545 -0.2954
N 0.2398 2.0505 0.8381
S -1.3884 -2.9637 0.0571
H -2.2697 -0.6511 -3.8402
H 0.1609 2.1880 2.8868
H 0.7373 4.0328 -4.8060
N 0.2717 2.9904 -2.5953
H -2.0790 -0.9488 -2.1590
H 3.3209 -1.8384 1.8710
H 2.1468 -3.1765 1.7813
H 0.5633 -4.4793 0.3495
C -0.1569 2.5284 -3.7713
S -0.2322 -1.5650 3.2373
C -1.0386 0.6638 -2.8729
H -0.1327 -4.3738 -1.2701
C -1.7090 -3.5062 1.7673
N -0.6193 0.9933 -1.6095
C 0.1655 -3.7704 -0.3960
C -0.5931 -3.2822 2.7934
H 1.1085 4.5812 -1.2274
Ca -0.9522 -0.1034 0.5780
S -4.0690 -0.0761 0.5455
N -0.8389 1.3762 -3.9701
C 1.5768 -1.4393 2.9562
C 2.2461 -2.0809 1.7827
H 0.9671 -2.4299 -1.8544
H 2.0025 -1.7878 3.9059
H -2.0184 -4.5711 1.7452
H 2.1931 -3.4129 -1.0593
N -1.7311 -0.5139 -3.0031
C 1.2842 4.6641 0.8866
N 0.0940 3.2412 -4.8775
H 0.2921 -3.7789 2.4095
H 1.7535 -0.3400 2.8520
H -2.5714 -2.9126 2.1151
C 0.4172 2.7721 -0.2784
S 1.7426 -1.3711 0.1458
N -2.9127 2.5374 0.4043
C 0.0075 2.1841 -1.5771
H -0.9366 -3.7432 3.7318
C -3.4720 1.4612 0.4745
C 1.0049 3.9780 2.0814
*
```

For the energy above the lowest of the compared OMol25 structures with the same formula, charge and spin, the calculation gives 0.00 kJ/mol. As for the HOMO-LUMO gap: 0.271 Eh. Its HOMO energy is -10.50 eV. As for the total energy: -88089.649 eV.

Record 2
Formula: C35H31BrIIrN5OS
Source: OMol25
Level of theory: the ωB97M-V functional and the def2-TZVPD basis

```
! RIJCOSX wB97M-V def2-TZVPD def2/J DEFGRID3
* xyz 1 1
N -4.6559 1.2283 3.4296
H -5.5707 -0.2159 4.7030
H -2.7904 -1.0109 5.3539
C -5.3043 2.3886 4.0139
C -3.1059 -0.2659 -1.2409
H 2.1471 2.5222 1.9871
H -6.2895 2.5267 3.5693
C -5.4536 0.0314 3.6352
C 1.4950 -1.4231 -2.1876
H -4.7139 3.2871 3.8206
H -2.7795 2.0305 3.7664
H 1.3698 4.6272 3.0340
H -3.9371 1.8750 1.2935
C -0.6345 -8.2227 -1.4752
H -5.4291 2.2960 5.1048
H -0.8813 -4.8802 -3.3718
H -0.6155 -3.3512 2.5252
H -1.0817 5.1200 3.0410
C -0.8075 -5.8206 -2.8422
H 2.1049 -2.4741 -3.9383
C -1.2908 -1.4295 1.8769
C -3.8901 0.5888 -0.3719
C 1.0926 2.7392 2.0761
Br -1.4692 -7.2256 1.0256
C 3.7370 0.9039 0.5749
C -1.7658 -0.2219 -1.1197
N -1.1712 0.4975 -0.1012
H 5.3545 2.1404 -0.0639
C 5.4523 -0.0192 2.5472
H 3.7153 -1.2230 3.0883
C 1.2785 -2.0191 -3.4122
C -1.6738 -2.2968 4.0703
C -0.7584 -0.8589 -1.9890
N 0.5093 -0.8491 -1.4899
C -0.7046 4.1847 2.6497
H -1.5693 -3.0721 4.8175
C 5.0442 1.3966 0.6561
H 6.0918 -0.3938 3.3318
I -1.7625 -4.1082 -0.5687
N 3.3581 -0.0217 1.4729
O 2.1226 -0.5520 1.4203
C 5.8956 0.9386 1.6321
H 0.0101 -9.0658 -3.3285
H 6.9050 1.3212 1.6925
H 2.4747 -1.3823 -1.7339
C 0.6525 3.9208 2.6431
H -3.5779 -0.8433 -2.0227
H -0.5718 -9.1547 -0.9313
C -2.3607 -1.1317 4.3669
N 0.2568 1.8263 1.5842
H -0.1425 -6.9143 -4.5552
H -3.3396 1.0083 5.0643
S 2.5589 1.3919 -0.5998
H -4.9965 -0.8207 3.1338
H -2.0291 -1.3596 -3.6269
C -1.5798 3.2354 2.1409
C -1.9337 0.9020 1.0886
H -4.9350 0.7431 -0.6049
C -1.1412 -2.4483 2.8074
C -1.9476 -0.2370 2.1700
C -0.3939 -6.9635 -3.5043
C -1.0489 -7.0754 -0.8096
C 4.1710 -0.4865 2.4444
C -1.0237 -1.4057 -3.2334
C -1.1392 -5.8694 -1.4926
C -2.5234 -0.0938 3.4516
Ir 0.6834 0.3190 0.2009
C -1.0837 2.0453 1.6529
H -0.8970 -1.6190 0.8888
C -3.3061 1.0979 3.9656
C -0.3086 -8.1668 -2.8188
H -2.6436 3.4222 2.1150
H -0.1957 -2.4308 -4.9212
C -3.3435 1.2226 0.6731
C -0.0012 -1.9969 -3.9494
H -6.4462 0.1839 3.2120
*
```

For the energy above the lowest of the compared OMol25 structures with the same formula, charge and spin, the calculation gives 184.67 kJ/mol. As for the HOMO-LUMO gap: 0.253 Eh. Its HOMO energy is -10.17 eV. As for the total energy: -138107.410 eV.

Record 3
Formula: C7H17NO
Source: OMol25
Level of theory: the ωB97M-V functional and the def2-TZVPD basis

```
! RIJCOSX wB97M-V def2-TZVPD def2/J DEFGRID3
* xyz 0 1
H -3.3014 1.1275 1.1630
H -3.6796 -1.9530 -0.3697
C 1.9677 -1.2222 -0.9150
H -4.1789 -1.2027 1.1593
C 2.9352 0.8475 0.2183
H 1.0577 -1.8240 -0.9501
C -3.7681 -1.0118 0.1650
N -1.3640 -0.8649 -0.1894
C 1.9001 -0.2250 0.1939
H 2.9881 1.3708 -0.7387
H 3.9124 0.3859 0.3928
C 0.1091 1.5756 -1.0056
O -2.4006 0.8532 0.9484
H 2.8222 -1.8881 -0.7445
H -4.4662 -0.3601 -0.3673
H 0.9071 1.8479 -1.6880
H -0.2717 0.4693 -0.9795
H 0.9955 -1.4804 1.6264
H 2.0938 -0.7321 -1.8784
H 1.1441 0.2107 2.1297
C -2.4098 -0.3628 0.2672
H 2.7531 1.5732 1.0086
H -0.2648 -0.6646 0.6412
H 0.3115 1.9746 -0.0174
H -0.8323 2.0058 -1.3450
C 1.0397 -0.4506 1.2749
*
```

For the energy above the lowest of the compared OMol25 structures with the same formula, charge and spin, the calculation gives 423.65 kJ/mol. As for the HOMO-LUMO gap (spin up / spin down): 0.294 / 0.294 Eh. Its HOMO energy (spin up / spin down) is -7.66 / -7.66 eV. As for the total energy: -11068.747 eV.

Record 4
Formula: C33H35N10SSe2Ti
Source: OMol25
Level of theory: the ωB97M-V functional and the def2-TZVPD basis

```
! RIJCOSX wB97M-V def2-TZVPD def2/J DEFGRID3
* xyz 3 1
H -0.8025 0.5130 5.6845
N 1.9384 1.8894 -1.2375
H 0.7156 -4.0962 1.1638
N 1.6144 -0.7288 -0.9453
H 4.8954 -1.9268 5.9288
C 3.0730 1.1990 -1.1844
N -3.0965 0.9280 -2.6035
H 3.7205 -0.8143 -0.9745
H 0.1976 1.9651 5.3614
H 4.5924 -1.6816 4.1544
H 3.2026 4.8157 -2.1968
H -2.1741 -0.2330 1.6248
C -3.3066 1.5887 -1.3815
H 2.3202 -1.6755 -2.7511
H -3.9634 -0.5425 -5.3719
C 4.3165 1.7533 -1.5190
H 1.5045 -2.8963 -0.8497
C -1.3538 0.2506 -5.5990
C 0.0622 0.9321 5.1604
C -1.9641 -1.5726 -1.7243
N 3.1756 -0.8608 5.5050
H 0.6856 -3.1631 -3.9629
H -5.1075 0.1677 -3.0198
C 4.1531 -1.8703 5.1169
C -1.9386 -2.3441 2.2102
H -0.4077 0.7590 -5.3837
C 1.9303 0.3652 6.8270
C -1.0814 -3.4364 2.1529
C -4.4661 2.3748 -1.2255
H -3.3114 -3.1387 -2.2783
N 1.3345 0.2940 5.5739
C 3.1869 3.8108 -1.9143
C 0.0026 3.0917 0.6939
H -5.0256 2.5059 -2.1096
H 5.3322 3.5276 -2.1763
Ti -0.0466 0.7313 -0.6178
H 1.5384 -0.0695 -3.0321
C 2.0227 3.1601 -1.6745
H -1.7157 -4.1634 -3.7942
H -2.8457 -2.3793 2.8201
H 1.0660 3.7189 -1.8338
H -2.6510 -1.1847 -0.9866
N -2.2364 0.3314 -4.4874
C -4.6146 3.0897 -0.0740
C 2.9044 -0.1558 -0.6436
H 2.3804 -2.1699 0.4018
N -0.5405 -1.0308 0.7324
N -0.7720 -1.0075 -1.8512
C 2.0997 -0.4825 4.7374
C 3.0816 -0.3489 6.7911
N -0.5485 3.8661 0.0690
H -1.1810 -0.7877 -5.8001
C -0.0279 -3.3276 1.2766
C 1.4545 -2.0335 -0.1609
H 3.7818 -0.6077 7.5177
H -0.1464 0.7384 4.0991
C 0.2467 -2.1089 0.6471
Se 1.7472 -0.9441 3.0044
C -1.3958 -3.2983 -3.2548
H -1.7974 0.8015 -6.4980
H -5.4046 3.7964 0.0141
S -0.5515 1.7527 -2.7999
C -1.9856 0.9816 -3.3538
C -0.1031 -2.7323 -3.3553
C -1.5914 -1.1458 1.5376
C -2.3208 -2.6928 -2.4294
C 0.1593 -1.6056 -2.5892
H 3.0816 -0.1677 0.4522
C -3.5531 -0.0585 -4.4953
H 3.5971 -2.8364 5.0132
H -3.7657 3.3630 1.9955
H 1.4527 0.8406 7.6745
C -4.0841 0.2650 -3.2951
Se 0.6076 1.5399 1.6254
C -2.7350 1.9439 0.8138
C -3.7298 2.8845 0.9860
H 5.1359 1.0111 -1.5331
C 1.4999 -1.0236 -2.4341
N -2.4628 1.3570 -0.3412
H -2.0840 1.7414 1.6710
C 4.3618 3.0600 -1.8929
H -1.2832 -4.3625 2.5994
*
```

For the energy above the lowest of the compared OMol25 structures with the same formula, charge and spin, the calculation gives 97.10 kJ/mol. As for the HOMO-LUMO gap (spin up / spin down): 0.178 / 0.178 Eh. Its HOMO energy (spin up / spin down) is -14.25 / -14.25 eV. As for the total energy: -214311.870 eV.

Record 5
Formula: C33H103N5O18
Source: OMol25
Level of theory: the ωB97M-V functional and the def2-TZVPD basis

```
! RIJCOSX wB97M-V def2-TZVPD def2/J DEFGRID3
* xyz 0 1
H 5.4212 -2.3589 4.3903
H -1.7773 -9.0229 -1.7018
C 6.3412 -7.5159 3.0842
C 4.1443 -5.1715 -6.2598
H 3.8522 2.9410 -2.5812
H -1.3085 -1.8046 0.0945
H -3.2671 6.5377 4.0059
O -1.4201 -2.3236 7.8681
H -8.0032 0.6121 5.1305
H 2.1159 -6.3943 5.2079
C -3.5021 -1.9919 -5.0547
H -1.8915 -1.7815 8.5048
H 2.0383 -0.5887 0.9444
C -4.5966 8.8085 3.5032
C 4.6318 -2.4783 5.1324
H 1.8193 11.7745 0.5014
H -1.5833 1.7202 0.9231
H 5.0839 -2.9686 5.9946
H -4.0948 -2.2129 -6.9415
H 5.5975 -7.7837 -4.6951
O 3.5555 -3.1738 4.6039
H -8.7213 -0.4447 2.4653
H 5.5558 -6.6543 1.2850
C -4.2329 -3.2269 3.9885
H 3.3576 -2.7304 3.7758
C 3.1620 2.9000 -3.4238
O 6.5414 -8.4862 0.8361
H 0.6070 -7.2871 4.0484
H 2.0983 1.2882 4.1718
C 0.7045 3.1923 -6.8110
C -6.1655 2.6384 -1.9141
O 5.2592 -5.9734 -5.9000
H 5.7996 -6.7894 3.6899
C 4.8527 -7.0740 -5.0552
C -1.5008 0.6437 1.0728
H 2.9159 2.5296 5.1483
H -0.3474 -1.5034 1.5275
H -4.5922 6.5467 5.2118
H 4.7675 -8.1853 1.6723
C -0.9929 9.0350 -1.5945
H 3.7964 3.3924 3.5638
H 1.7452 -3.5696 -0.9500
H 0.5212 -1.5488 7.7438
H 6.8630 -8.5141 4.6222
C 5.7246 -7.6638 1.6598
N 5.6823 -4.2104 -8.0988
C -0.4166 -1.2955 0.4598
H 0.5004 -8.5723 5.2733
H 7.3376 -7.1162 2.8958
C -0.4522 -1.4702 7.2598
H -6.2678 1.5688 -2.0977
H -3.6059 -4.1185 3.9985
H -0.4605 -1.6996 6.1942
H 0.0268 -3.5407 -1.0762
H -0.3284 8.7089 -2.3946
H -1.4902 10.9230 -0.6695
H -2.4900 0.2096 0.9276
H 2.1718 3.6313 -1.4058
H -3.9681 -1.6567 -4.1282
H 0.8870 3.0665 -2.1091
H -0.3595 11.0786 -2.0180
N 2.0391 -1.5643 0.6830
H 4.3885 -6.6236 -4.1778
H -3.7426 -9.9528 -2.9210
H -5.0588 9.4419 2.7460
N -0.8844 8.2790 -0.3710
O -0.5231 0.1138 0.2188
H -4.4850 5.2827 4.0564
H -5.2702 10.9206 5.8868
C -4.6653 10.5509 5.0589
H -3.2488 9.1859 -1.4162
H -0.6447 7.3132 -0.5441
H -3.6026 10.6198 5.2913
O -8.3418 -0.6236 3.3288
O -4.3982 -1.7816 -6.1393
O 3.1923 2.7721 3.1491
C 0.9938 3.6043 -4.4488
C 2.0510 3.9781 -3.4042
C 7.2058 -3.0353 -1.9227
H -4.8588 -3.2701 4.8798
H 0.2460 2.2259 -6.6015
C 2.4109 2.3319 4.2028
H -3.0969 -9.9350 0.5857
H -6.6259 3.8396 -0.4496
H 1.3368 2.9914 -7.6759
C 3.8212 -2.7622 -7.3175
O 1.5642 3.6601 -5.7764
O 7.0312 -2.1646 -0.8236
H -3.1271 -11.2068 -1.8619
H 5.4830 -3.3883 -6.2356
O -4.8841 -10.2977 -1.2944
H 1.0087 -1.3151 -1.1324
H 1.4863 2.9072 4.1554
H -3.9098 6.8612 1.6126
H -2.6238 -1.3613 -5.1928
H 1.7433 -8.7019 4.1605
O 6.4123 -8.7301 3.8025
H 3.4300 -5.6428 -6.9350
H 7.8711 -1.7029 -0.7677
C 0.9800 11.8376 -0.1912
C -8.2411 0.6007 4.0669
H -0.7223 -0.4167 7.3326
C -4.3289 6.3553 4.1716
N 1.4545 3.9007 -2.0639
H 0.7032 -3.8700 0.5283
H 3.0694 -3.2871 -7.9069
C 0.8447 -3.3076 -0.3945
H 8.1211 -3.6269 -1.9390
H -2.7544 7.8467 -2.3684
C 4.8259 -3.8970 -6.9410
H 4.3571 -1.4610 5.4114
O 1.9226 -7.2318 5.6355
H 0.6401 2.5920 -4.2533
O -4.8940 -3.1789 2.7160
H 4.2314 -1.9620 -7.9334
H -4.7497 -10.3039 -0.3439
H 0.1176 4.2490 -4.3810
O -5.0668 9.2294 4.7907
H 5.0219 -4.7692 -8.6201
H 3.4429 -2.3325 -6.3899
H -3.5098 8.8746 3.4529
H -5.7303 -2.7134 2.7905
H -3.6553 -2.3031 4.0217
H 3.6800 3.0053 -4.3771
H -1.3048 0.4285 2.1232
H -6.1191 7.2929 3.3861
C 0.8995 -1.8222 -0.1738
H 7.1662 -2.4888 -2.8650
H -0.0619 8.7257 0.0086
C -2.4798 8.8724 -2.1222
H -4.9255 11.1545 4.1894
C 1.1824 -7.9412 4.7035
O 0.4532 10.5137 -0.2949
C -5.0400 7.3747 3.2559
H 6.1744 -5.0405 -7.8009
H 6.4244 -3.7944 -1.9594
N -4.8652 6.9809 1.9174
O -6.9090 2.9848 -0.7824
H 4.1000 -7.7524 -5.4567
C -3.6274 -10.2385 -1.8754
H 2.5279 4.9271 -3.6492
O -2.3006 -9.7514 0.0820
C -0.6456 10.4526 -1.1729
H 6.4008 -9.4123 1.0464
H -6.4934 3.1626 -2.8117
H -9.1974 1.1121 3.9566
H -3.1924 -3.0255 -4.9001
C -2.7116 -9.1892 -1.1656
H 0.2719 12.5619 0.2112
H 1.3586 12.2061 -1.1446
H 2.7723 1.8962 -3.2550
H -2.6059 9.4105 -3.0617
H -5.0583 7.7721 1.3200
H -3.2051 -8.2319 -0.9978
H -7.4795 1.1885 3.5545
H 2.9458 -1.6367 0.2441
H 3.6382 -4.8740 -5.3414
H -0.1290 3.8716 -6.9895
H -5.0901 2.8160 -1.9028
*
```

As for the HOMO-LUMO gap: 0.345 Eh. Its HOMO energy is -9.32 eV. As for the total energy: -80185.190 eV.

Record 6
Formula: C6H12N6
Source: OMol25
Level of theory: the ωB97M-V functional and the def2-TZVPD basis

```
! RIJCOSX wB97M-V def2-TZVPD def2/J DEFGRID3
* xyz 2 3
H -2.8274 0.7114 0.4286
N -0.0866 -0.6482 0.2538
H -0.2607 -2.6210 0.3038
C 2.2439 -1.5586 -0.1032
N -2.0663 0.4883 -0.1722
C -0.0236 1.8688 -0.3806
H -1.0262 1.1484 1.5055
C -0.8776 -1.8675 -0.2093
C 1.9291 0.5684 0.1742
H -1.9605 0.3461 -1.1520
N 3.2083 0.3812 -0.0212
N 3.3885 -0.9074 -0.1155
N -2.2346 -1.7245 0.2381
H 1.3294 2.5508 1.2313
C 1.4237 1.9633 0.2087
C -0.8497 0.7356 0.3932
N 1.2218 -0.6123 0.1411
H 2.0423 -2.5742 -0.0707
H -0.6562 2.7308 -0.2073
H -2.3885 -2.0539 1.1542
H 1.9352 2.6898 -0.3573
H -3.0038 -1.6127 -0.4202
H 0.2273 1.7480 -1.4746
H -0.6879 -1.7503 -1.3484
*
```

For the energy above the lowest of the compared OMol25 structures with the same formula, charge and spin, the calculation gives 245.31 kJ/mol. As for the HOMO-LUMO gap (spin up / spin down): 0.379 / 0.208 Eh. As for the expectation value of S²: 2.023. Its HOMO energy (spin up / spin down) is -17.68 / -17.54 eV. As for the total energy: -15332.767 eV.

Question: Which formula does entry 5 have?
Answer: C33H103N5O18